Record 1
DFT (wB97M-V/def2-TZVPD) results for a structure of composition C21H45N2OP3ReS at a distorted geometry.

Structure (XYZ):
```
74
Properties=species:S:1:pos:R:3:lowdin_charge:R:1
Re -0.857 1.034 -0.194 0.803
P -2.332 -0.659 -0.203 0.639
P 0.630 0.187 1.378 0.669
P 1.008 -1.531 -1.991 0.968
H -1.227 3.621 -0.971 0.083
C -1.007 2.637 -1.413 -0.294
C -2.217 1.796 -1.620 -0.310
H -3.164 2.251 -1.318 0.082
C -4.030 -0.444 0.378 -0.197
C -1.770 -2.140 0.705 -0.210
C -2.555 -1.433 -1.847 -0.201
C 1.906 1.411 1.770 -0.211
C -0.169 -0.185 3.015 -0.220
C 1.713 -1.302 1.398 -0.236
C 0.982 -2.068 -3.752 -0.195
C 1.426 -3.230 -1.308 -0.173
C 2.705 -0.842 -1.902 -0.195
H -0.299 2.724 -2.229 0.065
H -2.337 1.226 -2.547 0.063
H -4.479 0.479 -0.014 0.071
H -4.063 -0.411 1.475 0.065
H -4.616 -1.301 0.024 0.086
H -1.678 -1.949 1.778 0.045
H -0.810 -2.502 0.315 0.016
H -2.530 -2.920 0.559 0.097
H -2.451 -0.719 -2.663 0.042
H -3.562 -1.861 -1.861 0.086
H -1.804 -2.215 -1.988 0.043
H 2.605 0.988 2.505 0.092
H 1.460 2.330 2.173 0.030
H 2.461 1.646 0.854 0.066
H 0.194 -1.160 3.377 0.079
H -1.265 -0.230 2.951 0.028
H 0.117 0.579 3.753 0.055
H 2.474 -1.268 0.611 0.020
H 1.146 -2.238 1.319 0.048
H 2.240 -1.311 2.370 0.093
H 1.399 -3.080 -3.849 0.080
H 1.569 -1.366 -4.354 0.067
H -0.055 -2.062 -4.098 0.065
H 1.965 -3.810 -2.077 0.092
H 0.526 -3.791 -1.038 0.063
H 2.090 -3.187 -0.431 0.051
H 3.184 -1.002 -2.878 0.087
H 3.305 -1.355 -1.136 0.060
H 2.675 0.229 -1.689 0.050
C 0.327 1.345 -4.768 -0.401
C 1.447 2.227 -4.536 0.008
C 2.157 2.742 -5.623 -0.019
C 1.691 2.535 -6.928 0.016
C 0.447 1.913 -7.146 -0.011
C -0.276 1.377 -6.087 0.052
O -0.086 0.489 -3.925 -0.107
H -0.245 -0.399 -1.884 0.047
H 1.731 2.369 -3.506 0.095
H 3.059 3.319 -5.443 0.129
H 2.337 2.776 -7.769 0.141
H 0.028 1.894 -8.154 0.137
H -1.215 0.849 -6.231 0.130
S -2.047 2.244 1.238 0.851
C -1.633 2.571 2.920 -0.612
N -2.577 2.221 3.798 0.055
C -2.456 2.370 5.239 -0.122
C -1.576 3.561 5.542 -0.122
C -0.281 3.501 4.745 -0.116
N -0.584 3.300 3.324 0.065
H -3.368 1.690 3.453 0.150
H -2.045 1.434 5.631 0.144
H -3.458 2.513 5.658 0.156
H -1.382 3.636 6.625 0.155
H -2.124 4.479 5.261 0.148
H 0.361 2.687 5.092 0.135
H 0.248 4.446 4.866 0.151
H 0.103 3.602 2.640 0.141
```

Values from the calculation:
Electronic energy ... -68322.2247 eV
Total charge ... +4
Kohn-Sham gap (spin up / spin down) ... 3.858 / 4.144 eV
Multiplicity ... 4
Energy relative to the best compared isomer or geometry (same formula, charge and spin) ... 2.474 eV

***

Record 2
DFT (wB97M-V/def2-TZVPD) results for a structure of composition C21H45N2P3S2Zr at a distorted geometry.

Structure (XYZ):
```
74
Properties=species:S:1:pos:R:3:lowdin_charge:R:1
Zr -1.086 -0.355 -0.800 1.094
P 0.599 0.355 1.303 0.740
P 0.886 1.020 -2.033 0.734
P -1.287 -2.578 0.783 0.751
H -1.855 -2.075 -3.768 0.086
C -1.912 -2.256 -2.681 -0.144
C -2.668 -1.282 -1.930 -0.408
H -3.081 -0.477 -2.550 0.056
C 2.204 -0.502 1.604 -0.207
C 1.152 2.098 1.464 -0.236
C -0.299 0.217 2.905 -0.239
C 0.771 1.065 -3.848 -0.222
C 0.971 2.844 -1.751 -0.221
C 2.646 0.582 -1.816 -0.235
C -1.885 -4.194 0.174 -0.233
C -2.549 -2.308 2.092 -0.229
C 0.094 -3.229 1.794 -0.240
H -2.127 -3.312 -2.444 0.072
H -3.368 -1.698 -1.182 0.096
H 2.774 0.033 2.381 0.092
H 2.792 -0.523 0.677 0.034
H 2.047 -1.538 1.927 0.029
H 1.402 2.302 2.516 0.082
H 0.336 2.769 1.164 0.025
H 2.031 2.297 0.839 0.045
H 0.227 0.818 3.662 0.082
H -0.362 -0.822 3.253 0.037
H -1.319 0.613 2.789 0.004
H 0.430 2.057 -4.161 0.070
H 0.035 0.325 -4.177 0.038
H 1.742 0.839 -4.299 0.070
H 1.780 3.123 -1.069 0.054
H 0.019 3.223 -1.356 0.022
H 1.161 3.329 -2.716 0.076
H 3.219 1.000 -2.651 0.084
H 2.785 -0.504 -1.822 0.038
H 3.070 0.995 -0.894 0.047
H -1.857 -4.908 1.013 0.087
H -1.259 -4.538 -0.650 0.045
H -2.914 -4.120 -0.190 0.066
H -2.323 -2.976 2.935 0.089
H -3.542 -2.540 1.689 0.068
H -2.561 -1.267 2.433 0.006
H -0.152 -4.258 2.089 0.080
H 0.259 -2.629 2.693 0.042
H 1.008 -3.250 1.190 0.046
C 2.237 -2.994 -3.363 -0.630
C 3.077 -3.553 -2.382 -0.097
C 4.346 -3.959 -2.799 -0.027
C 4.810 -3.642 -4.084 0.012
C 4.026 -2.835 -4.936 -0.015
C 2.737 -2.463 -4.560 -0.097
S 0.517 -3.133 -3.218 0.945
H 0.367 -4.438 -3.300 -0.032
H 2.696 -3.720 -1.374 0.104
H 4.944 -4.553 -2.106 0.133
H 5.761 -4.048 -4.440 0.140
H 4.355 -2.513 -5.919 0.132
H 2.096 -1.864 -5.215 0.118
S -2.686 1.656 -1.186 0.781
C -2.674 1.934 0.504 -0.768
N -2.089 3.075 0.929 0.023
C -2.639 3.808 2.077 -0.112
C -3.041 2.792 3.135 -0.135
C -3.993 1.733 2.589 -0.106
N -3.341 1.126 1.395 0.022
H -1.832 3.689 0.134 0.145
H -3.499 4.405 1.730 0.158
H -1.857 4.481 2.436 0.146
H -3.527 3.291 3.976 0.149
H -2.135 2.313 3.544 0.110
H -4.967 2.135 2.264 0.156
H -4.194 0.941 3.321 0.143
H -3.902 0.411 0.926 0.136
```

Values from the calculation:
Electronic energy ... -76262.9454 eV
Total charge ... +4
Kohn-Sham gap (spin up / spin down) ... 4.594 / 4.625 eV

***

Record 3
DFT (wB97M-V/def2-TZVPD) results for a structure of composition C21H45NO8RuSSeSi2 at a distorted geometry.

Structure (XYZ):
```
80
Properties=species:S:1:pos:R:3:lowdin_charge:R:1
Ru -0.006 0.393 0.389 0.928
O -0.723 -1.417 -1.534 -0.140
C -2.089 -1.742 -1.472 -0.226
C -2.958 -0.552 -1.058 -0.186
N -2.545 0.041 0.207 -0.219
C -3.108 1.375 0.355 -0.141
C -2.423 2.167 1.520 -0.693
O -3.115 2.933 2.174 0.016
O -1.191 1.958 1.668 -0.135
C -2.866 -0.803 1.345 -0.087
C -1.811 -1.948 1.540 -0.694
O -2.223 -3.056 1.856 0.010
O -0.613 -1.615 1.372 -0.109
H -0.610 -0.695 -2.178 0.007
H -2.177 -2.563 -0.757 0.116
H -2.427 -2.096 -2.459 0.122
H -4.010 -0.884 -1.015 0.132
H -2.855 0.223 -1.823 0.088
H -4.195 1.352 0.526 0.128
H -2.904 1.955 -0.551 0.076
H -3.865 -1.254 1.253 0.128
H -2.830 -0.201 2.258 0.134
C 2.753 -1.825 -2.842 -0.025
C 2.896 -0.938 -1.604 -0.619
C 2.786 -1.793 -0.342 -0.043
C 4.217 -0.167 -1.637 -0.015
O 1.831 0.010 -1.553 -0.236
Si 1.297 1.076 -2.672 -0.135
S -0.464 1.808 -1.792 0.470
O 2.377 2.214 -3.112 -0.141
C 2.632 3.507 -2.572 -0.646
C 1.563 4.471 -3.092 -0.040
C 2.625 3.499 -1.045 -0.049
C 4.016 3.886 -3.103 -0.028
O 0.998 0.169 -3.988 -0.155
C 0.549 0.451 -5.292 -0.648
C 0.011 -0.879 -5.832 -0.019
C 1.733 0.941 -6.127 -0.019
C -0.556 1.507 -5.283 -0.040
H 3.514 -2.603 -2.836 0.087
H 2.853 -1.224 -3.741 0.071
H 1.766 -2.278 -2.843 0.091
H 3.347 -2.718 -0.446 0.089
H 1.734 -2.028 -0.160 0.081
H 3.163 -1.240 0.513 0.003
H 5.064 -0.852 -1.624 0.089
H 4.275 0.486 -0.765 0.072
H 4.256 0.446 -2.536 0.077
H 0.583 4.115 -2.785 0.034
H 1.596 4.522 -4.179 0.082
H 1.716 5.465 -2.680 0.085
H 1.642 3.219 -0.669 0.034
H 2.864 4.489 -0.667 0.091
H 3.350 2.785 -0.663 0.067
H 4.021 3.828 -4.190 0.080
H 4.762 3.193 -2.717 0.080
H 4.280 4.896 -2.801 0.082
H 0.791 -1.634 -5.788 0.083
H -0.326 -0.769 -6.859 0.082
H -0.820 -1.212 -5.217 0.083
H 2.487 0.162 -6.202 0.085
H 2.175 1.800 -5.632 0.073
H 1.405 1.219 -7.125 0.084
H -1.351 1.212 -4.604 0.067
H -0.968 1.636 -6.281 0.087
H -0.155 2.453 -4.932 0.072
C 3.162 0.640 5.026 -0.221
Si 3.564 0.248 3.195 0.242
C 5.056 1.348 2.678 -0.227
C 4.045 -1.618 3.130 -0.221
Se 1.869 0.904 1.744 0.399
H 4.046 0.538 5.650 0.020
H 2.400 -0.028 5.413 0.022
H 2.790 1.653 5.129 0.019
H 5.874 1.310 3.390 0.018
H 4.713 2.374 2.604 0.014
H 5.438 1.065 1.704 0.009
H 4.753 -1.863 3.916 0.015
H 4.492 -1.900 2.182 0.005
H 3.163 -2.236 3.268 0.027
```

Values from the calculation:
Electronic energy ... -134904.6674 eV
Total charge ... -1
Kohn-Sham gap (spin up / spin down) ... 6.788 / 6.773 eV
Multiplicity ... 2
Energy relative to the best compared isomer or geometry (same formula, charge and spin) ... 1.545 eV